63
Properties=species:S:1:pos:R:3 method="wB97M-V/def2-TZVPD" homo_ha=-0.1326 total_charge=-1 relative_energy_ev=1.093 homo_lumo_gap_ev=5.2
Ga 5.35 -2.10 -5.49
S -7.11 2.79 0.75
S 5.32 -3.54 1.43
S -3.90 2.90 4.60
S -0.02 0.47 1.23
O -7.16 3.77 1.88
O -0.05 -0.97 1.62
O -3.42 2.22 3.36
O 6.04 -3.16 0.18
N 4.03 -1.39 -6.76
C 4.60 0.33 -0.11
C 1.67 -0.31 -2.82
C -7.52 1.18 1.43
C -8.62 2.99 -0.20
C -5.68 3.13 4.43
C 2.45 0.22 -1.70
C 3.55 -1.93 -3.21
C 5.19 -5.34 1.46
C 4.34 -1.42 -2.08
C 3.57 -3.22 1.15
C -1.20 0.69 -0.11
C -0.96 1.38 2.47
C -3.47 4.64 4.46
C 2.23 -1.40 -3.58
C 3.75 -0.28 -1.30
C 4.21 -3.08 -4.03
H 3.25 -3.71 0.23
H 4.76 -5.70 0.52
H -2.17 0.28 0.18
H -6.72 0.87 2.10
H -1.94 0.94 2.59
H 4.85 -3.73 -3.40
H 0.69 0.10 -3.14
H 6.19 -5.76 1.58
H 2.04 1.06 -1.11
H 6.44 -3.05 -6.17
H -0.82 0.16 -0.99
H 3.43 -2.15 1.06
H 5.59 -0.19 -0.08
H -2.39 4.73 4.51
H -3.91 5.20 5.29
H 3.71 -2.12 -7.39
H -3.83 5.04 3.51
H 3.41 -3.63 -4.59
H -8.60 3.97 -0.68
H 6.09 -0.86 -4.75
H -1.06 2.42 2.15
H 1.74 -1.87 -4.46
H 4.03 0.26 0.85
H 3.00 -3.60 2.00
H 4.82 1.39 -0.41
H 4.39 -0.58 -7.26
H -5.90 3.62 3.48
H -8.46 1.24 1.99
H 4.57 -5.64 2.30
H -8.68 2.22 -0.96
H -6.06 3.73 5.26
H -0.41 1.34 3.41
H 5.33 -1.87 -1.87
H -9.49 2.94 0.46
H -7.61 0.45 0.62
H -6.16 2.15 4.45
H -1.29 1.75 -0.34

=====

69
Properties=species:S:1:pos:R:3 method="wB97M-V/def2-TZVPD" smiles="CC(C)=N[C@H]1C(=O)NC[C@@H]1N.CCOS(C)(=O)=O.CCOS(C)(=O)=O.CCOS(C)(=O)=O" homo_ha=-0.3011 homo_lumo_gap_ev=8.5
S 2.92 4.36 -2.60
S -2.17 -5.43 -2.23
S 2.31 -1.36 1.56
O -1.57 -4.55 -1.04
O -1.24 -5.45 -3.31
O -3.37 0.03 0.01
O 2.21 3.41 -1.79
O 2.90 5.76 -2.29
O 3.16 -0.83 2.81
O 2.50 4.16 -4.12
O 1.17 -2.06 2.04
O 3.20 -1.95 0.61
O -3.54 -5.06 -2.44
N -2.97 1.04 2.75
N -1.23 0.85 -0.44
N -0.89 3.52 2.02
C -2.00 1.22 1.69
C -1.71 2.65 1.19
C -2.13 -6.98 -1.39
C 1.10 4.23 -4.45
C 3.59 -1.80 3.79
C 4.60 3.85 -2.76
C -0.90 2.27 -0.10
C -2.36 -2.27 -1.50
C 4.74 -2.65 3.29
C -4.50 -0.84 3.03
C -1.98 -1.07 3.55
C -3.14 -0.18 3.07
C 1.82 0.22 0.95
C 0.57 5.65 -4.43
C -2.37 0.57 0.31
C -1.17 -3.20 -1.33
H -0.43 3.03 2.77
H 0.17 2.45 -0.11
H 1.16 0.69 1.68
H 3.91 -1.22 4.65
H 5.08 4.00 -1.80
H -1.01 0.77 1.91
H -2.60 -7.71 -2.05
H 0.52 3.59 -3.78
H -2.95 -2.53 -2.38
H -2.41 -1.91 4.11
H -1.49 -1.51 2.68
H -5.24 -0.11 3.38
H 5.11 -3.30 4.09
H 2.74 -2.41 4.10
H 1.28 0.05 0.02
H -2.03 -1.25 -1.61
H -1.38 2.83 -0.92
H -3.02 -2.34 -0.64
H 4.43 -3.29 2.46
H 4.62 2.79 -3.03
H -0.21 4.04 1.47
H -4.49 -1.71 3.69
H -0.57 -2.87 -0.49
H 5.08 4.45 -3.53
H 2.70 0.82 0.76
H -1.29 -0.53 4.19
H 1.00 3.82 -5.45
H -1.28 0.69 -1.43
H -2.70 -6.90 -0.47
H -1.10 -7.26 -1.20
H -0.53 -3.18 -2.22
H 0.59 6.07 -3.42
H -0.46 5.68 -4.78
H -2.71 3.06 1.01
H 5.56 -2.03 2.93
H -4.74 -1.19 2.03
H 1.18 6.30 -5.06